Formula: C7H5FO3
Source: OMol25
Level of theory: ωB97M-V/def2-TZVPD

Each line ends with the Mulliken charge.
CARTESIAN COORDINATES (ANGSTROEM)
1 C 0.1525 1.0668 1.6486  0.551
2 C -0.0023 0.3288 0.3352  0.301
3 C 1.1888 -0.3570 -0.1179  -0.808
4 C 1.1606 -1.1268 -1.1605  0.467
5 C -0.0935 -1.3826 -1.8368  -0.610
6 C -1.1707 -0.5854 -1.4789  -0.145
7 C -1.2063 0.2857 -0.3906  0.318
8 H -1.5877 1.5250 1.5459  0.480
9 H 2.0656 -0.3067 0.3761  0.618
10 H -0.2482 -2.3468 -2.5487  0.266
11 H -2.1634 -0.5454 -2.1030  0.318
12 H -3.4169 -0.0849 0.1037  0.377
13 O -0.9193 1.5877 2.1942  -0.505
14 O 1.2906 0.9566 2.1423  -0.601
15 O -2.2571 1.1371 -0.1041  -0.731
16 F 2.2514 -1.8967 -1.4697  -0.296

Computed properties:
Calculated total energy ... -16195.2556 eV
HOMO level ... -9.602 eV
Frontier orbital gap ... 6.77 eV
Maximum force ... 5.38 eV/A
2S+1 ... 1
Energy relative to the best compared isomer or geometry (same formula, charge and spin) ... 4.425 eV
Net charge ... 0
Molecular weight ... 156.1 Da

***

Formula: C3H4OS
Source: OMol25
Level of theory: ωB97M-V/def2-TZVPD

Each line ends with the Mulliken charge.
CARTESIAN COORDINATES (ANGSTROEM)
1 C 1.3708 -0.2855 -0.1580  -0.057
2 C 0.1157 0.0572 0.4975  0.166
3 C -1.2364 0.1401 -0.2885  -0.920
4 O 2.9597 -1.5160 -0.3113  -0.430
5 S 1.4220 1.3187 0.0558  0.019
6 H 0.0282 -0.3287 1.5600  0.321
7 H -1.9873 -0.5645 0.1110  0.316
8 H -0.9557 0.0908 -1.4304  0.293
9 H -1.7170 1.0879 -0.0362  0.292

Computed properties:
Calculated total energy ... -16050.7024 eV
HOMO level (alpha / beta) ... -9.718 / -9.001 eV
Frontier orbital gap (alpha / beta) ... 8.48 / 7.91 eV
Maximum force ... 4.80 eV/A
2S+1 ... 1
Energy relative to the best compared isomer or geometry (same formula, charge and spin) ... 7.407 eV
Net charge ... 0
Molecular weight ... 88.1 Da

***

Formula: C15H25BBrF3N4O5
Source: OMol25
Level of theory: ωB97M-V/def2-TZVPD

Each line ends with the Mulliken charge.
CARTESIAN COORDINATES (ANGSTROEM)
1 C -7.9178 4.7288 0.0721  -0.736
2 C -6.8438 5.0994 -0.6676  -0.482
3 C -5.5393 4.8517 -0.0721  0.868
4 O -5.1737 5.1706 1.0438  -0.560
5 O -4.7087 4.1190 -0.9046  -0.404
6 C -3.3360 4.4169 -0.7233  -0.711
7 C -2.6400 3.2694 0.0156  -0.678
8 C -1.4718 2.6702 -0.7792  -0.754
9 C -0.6537 1.7906 0.1574  -0.934
10 C 0.1923 0.7994 -0.6414  -0.817
11 C 1.1270 0.0289 0.2682  -0.365
12 N 1.6747 -1.1762 -0.3596  0.240
13 C 1.7090 -1.4696 -1.6553  -0.041
14 N 2.2458 -2.6585 -1.8905  -0.529
15 C 2.5570 -3.1298 -0.6754  0.411
16 N 3.0957 -4.3468 -0.5196  -0.057
17 B 3.3850 -5.3022 -1.6180  0.326
18 O 3.0311 -6.6038 -1.3511  -0.470
19 O 3.9855 -4.9221 -2.7688  -0.431
20 C 5.0531 -5.8203 -3.1483  -0.646
21 N 2.2439 -2.2341 0.2925  -0.021
22 C 2.4345 -2.4363 1.7250  -0.791
23 C 3.0292 -1.2375 2.4973  0.008
24 O 4.3268 -1.5734 2.9577  -0.575
25 C 2.2002 -1.0172 3.7576  0.602
26 F 2.3309 -2.0943 4.5457  -0.246
27 F 2.5750 0.0708 4.4216  -0.252
28 F 0.8918 -0.8926 3.4560  -0.228
29 H -8.7151 4.1468 -0.3734  0.303
30 H -8.0562 4.9976 1.1840  0.221
31 H -6.9292 5.5706 -1.6373  0.321
32 H -2.9019 4.4847 -1.7219  0.462
33 H -3.1811 5.3763 -0.2441  0.420
34 H -3.3767 2.4807 0.1215  0.341
35 H -2.2592 3.5860 0.9820  0.308
36 H -0.8568 3.4632 -1.1970  0.461
37 H -1.8715 2.0458 -1.5745  0.316
38 H -1.3367 1.2056 0.7718  0.404
39 H -0.0298 2.3859 0.8194  0.401
40 H -0.4712 0.1192 -1.1695  0.616
41 H 0.7562 1.3848 -1.3657  0.403
42 H 0.5865 -0.2536 1.1687  0.446
43 H 1.9273 0.6916 0.5846  0.163
44 H 1.3526 -0.8438 -2.4495  0.540
45 H 3.2867 -4.6858 0.4070  0.235
46 H 2.3588 -6.9085 -1.9657  0.331
47 H 5.7027 -6.0303 -2.3025  0.304
48 H 5.6314 -5.3408 -3.9260  0.244
49 H 4.6756 -6.7654 -3.5218  0.291
50 H 3.1400 -3.2452 1.8485  0.316
51 H 1.5064 -2.7936 2.1607  0.350
52 H 3.1254 -0.3355 1.9037  0.480
53 H 4.9133 -1.5253 2.1983  0.382
54 Br -8.7809 6.6883 1.8629  -0.785

Computed properties:
Calculated total energy ... -111027.5514 eV
HOMO level ... -5.000 eV
Frontier orbital gap ... 3.22 eV
Maximum force ... 2.26 eV/A
2S+1 ... 1
Energy relative to the best compared isomer or geometry (same formula, charge and spin) ... 0.700 eV
Net charge ... 0
Molecular weight ... 489.1 Da

***

Formula: C8H11N2O2PS
Source: OMol25
Level of theory: ωB97M-V/def2-TZVPD

Each line ends with the Mulliken charge.
CARTESIAN COORDINATES (ANGSTROEM)
1 O 1.5875 -4.1170 1.0158  -0.452
2 P 1.4076 -2.5432 1.3272  -0.072
3 N 1.3670 -1.8762 -0.2300  0.365
4 C 1.6892 -2.6038 -1.4324  -0.490
5 S 0.5677 -4.0345 -1.7353  -0.275
6 N 0.7456 -0.6897 -0.5491  -0.365
7 C 0.4500 0.0539 0.4414  -0.295
8 C -0.4516 1.2273 0.3161  0.661
9 C -0.6341 1.9908 1.4712  -0.878
10 C -1.4946 3.1084 1.3224  -0.571
11 C -1.9741 3.4365 0.0852  0.851
12 O -2.6658 4.5801 -0.0527  -0.562
13 C -1.7805 2.6199 -1.0499  -0.720
14 C -1.0236 1.4547 -0.8594  -0.472
15 H 0.7546 -4.5247 1.2008  0.325
16 H 2.8532 -2.5363 1.3607  0.032
17 H 1.3496 -1.9850 -2.3411  0.338
18 H 2.8461 -2.9928 -1.4125  0.327
19 H 1.5465 -4.8721 -2.1695  0.138
20 H 0.6245 -0.1630 1.4954  0.293
21 H -0.1756 1.8839 2.4312  0.362
22 H -1.7921 3.7293 2.1123  0.352
23 H -2.5254 5.1873 0.7661  0.313
24 H -2.2710 3.0212 -1.8987  0.428
25 H -1.0006 0.6450 -1.6152  0.370

Computed properties:
Calculated total energy ... -35671.0740 eV
HOMO level ... -7.869 eV
Frontier orbital gap ... 8.45 eV
Maximum force ... 4.57 eV/A
2S+1 ... 1
Energy relative to the best compared isomer or geometry (same formula, charge and spin) ... 2.001 eV
Net charge ... 0
Molecular weight ... 230.2 Da

***

Formula: C5H12O3
Source: OMol25
Level of theory: ωB97M-V/def2-TZVPD

Each line ends with the Mulliken charge.
CARTESIAN COORDINATES (ANGSTROEM)
1 O 0.0853 0.4008 2.4643  -0.748
2 C 0.8549 0.1187 1.5283  0.014
3 O 2.1131 0.6828 1.4660  -0.588
4 C 0.5931 -0.6932 0.3210  -0.759
5 C 0.6279 0.1665 -0.9984  0.515
6 C -0.4696 1.2146 -0.8873  -1.500
7 C 0.3996 -0.8081 -2.1502  -1.633
8 H 2.1499 1.4107 2.1104  0.313
9 H 1.3993 -1.4557 0.1904  0.455
10 H -0.3967 -1.1685 0.3447  0.119
11 H 1.6118 0.6062 -0.9973  0.417
12 H -0.7067 1.5691 -1.9034  0.444
13 H -1.4407 0.7708 -0.6186  0.338
14 H -0.2294 1.9380 -0.0978  0.355
15 H 0.6777 -1.8415 -1.9205  0.596
16 H -0.6083 -0.7255 -2.5412  0.349
17 H 0.9671 -0.5374 -3.0559  0.339
18 H -2.5128 0.1431 2.5979  0.340
19 H -2.1766 -1.1664 1.9444  0.332
20 O -2.9391 -0.6251 2.2030  -0.698

Computed properties:
Calculated total energy ... -11521.1565 eV
HOMO level (alpha / beta) ... 1.111 / -4.948 eV
Frontier orbital gap (alpha / beta) ... 2.81 / 8.84 eV
Maximum force ... 2.09 eV/A
2S+1 ... 2
Energy relative to the best compared isomer or geometry (same formula, charge and spin) ... 0.302 eV
Net charge ... -1
Molecular weight ... 120.1 Da

***

Formula: C5H8O2
Source: OMol25
Level of theory: ωB97M-V/def2-TZVPD

Each line ends with the Mulliken charge.
CARTESIAN COORDINATES (ANGSTROEM)
1 O 1.8660 0.1549 -1.6814  -0.564
2 C 1.3846 0.2464 -0.3661  0.088
3 C 0.5895 -0.9834 0.1625  -0.883
4 C -0.6471 -0.0951 0.2604  0.943
5 C -1.8856 -0.2594 1.0130  -0.589
6 O -1.8493 -0.4333 -0.4008  -0.513
7 C 0.1460 1.1507 -0.1248  -0.844
8 H 1.1224 -0.0957 -2.2524  0.349
9 H 2.2542 0.5131 0.2333  0.402
10 H 0.4939 -1.7914 -0.5695  0.291
11 H 0.9494 -1.3966 1.1107  0.277
12 H -2.0562 -1.1727 1.5848  0.238
13 H -2.4355 0.6165 1.3581  0.238
14 H -0.2144 1.6756 -1.0159  0.296
15 H 0.2822 1.8705 0.6881  0.272

Computed properties:
Calculated total energy ... -9407.5612 eV
HOMO level ... -10.179 eV
Frontier orbital gap ... 11.10 eV
Maximum force ... 0.57 eV/A
2S+1 ... 1
Energy relative to the best compared isomer or geometry (same formula, charge and spin) ... 2.271 eV
Net charge ... 0
Molecular weight ... 100.1 Da

***

Formula: C35H31N7ORe
Source: OMol25
Level of theory: ωB97M-V/def2-TZVPD

Each line ends with the Mulliken charge.
CARTESIAN COORDINATES (ANGSTROEM)
1 Re -0.1223 0.4587 -0.3612  0.489
2 C 0.4062 -1.4161 -5.5532  -0.609
3 C -0.8696 -1.3129 -5.0112  -1.013
4 C -1.0407 -1.2735 -3.6364  0.586
5 C 0.0711 -1.3358 -2.8056  -1.046
6 C 1.3454 -1.4642 -3.3371  -0.118
7 C 1.5106 -1.5003 -4.7174  -0.937
8 N -0.1320 -1.2426 -1.3832  0.740
9 C -0.7265 -2.3181 -0.7539  0.882
10 C -0.7735 -3.6294 -1.2526  -1.087
11 C -1.3862 -4.5991 -0.4973  -0.701
12 C -1.9812 -4.3111 0.7496  -0.642
13 C -1.9688 -3.0330 1.2450  -0.816
14 C -1.3397 -2.0449 0.4749  0.912
15 N -1.2975 -0.6924 0.7933  1.402
16 N -1.9504 -0.2331 1.8123  -1.251
17 C -1.7793 1.1345 1.9622  0.262
18 C -2.4224 1.7935 2.9976  -0.577
19 C -2.2358 3.1583 3.1221  -0.391
20 C -1.4195 3.8310 2.2165  -0.893
21 C -0.8067 3.1134 1.2123  -0.361
22 N -0.9805 1.7865 1.0822  0.327
23 H 0.5362 -1.4528 -6.6259  0.463
24 H -1.7332 -1.2688 -5.6611  0.464
25 H -2.0315 -1.1969 -3.2041  0.551
26 H 2.1984 -1.5595 -2.6847  0.465
27 H 2.5013 -1.6109 -5.1366  0.479
28 H -0.3230 -3.8677 -2.2063  0.541
29 H -1.4092 -5.6161 -0.8647  0.445
30 H -2.4527 -5.1039 1.3121  0.453
31 H -2.4233 -2.7769 2.1905  0.522
32 H -3.0543 1.2302 3.6679  0.690
33 H -2.7252 3.6964 3.9211  0.469
34 H -1.2594 4.8966 2.2851  0.482
35 H -0.1611 3.5899 0.4862  0.475
36 C 2.9623 -0.7610 -0.3722  -0.527
37 C 2.2377 -0.7782 0.7889  -0.794
38 C 1.5822 0.5135 0.9718  -0.001
39 C 1.9899 1.3308 -0.1535  -0.783
40 C 2.7738 0.5077 -0.9809  -0.515
41 H 3.5112 -1.5872 -0.7942  0.551
42 H 2.0999 -1.6261 1.4446  0.500
43 H 1.3531 0.9071 1.9538  0.748
44 H 1.9297 2.4079 -0.2274  0.605
45 H 3.1906 0.8118 -1.9317  0.463
46 C -6.3907 1.6513 4.6446  -1.392
47 C -5.9412 1.9514 3.2407  0.578
48 C -5.7071 3.2582 2.8243  -0.716
49 C -5.2991 3.5640 1.5317  -0.682
50 C -5.1263 2.5282 0.6199  0.915
51 N -4.6785 2.7317 -0.7158  -0.214
52 C -4.4058 3.9229 -1.3179  0.184
53 O -4.6019 5.0226 -0.8712  -0.579
54 N -3.7912 3.7638 -2.6003  -0.185
55 C -2.5897 3.1023 -2.7928  0.410
56 C -1.8914 3.2424 -3.9990  -0.599
57 C -0.6881 2.5965 -4.1763  -1.082
58 C -0.1763 1.7971 -3.1685  -0.425
59 N -0.8384 1.6544 -2.0115  0.029
60 C -2.0098 2.2946 -1.8212  -0.438
61 C -5.3596 1.2147 1.0102  -0.731
62 C -5.7621 0.9345 2.3065  -0.797
63 H -7.1052 2.3960 4.9929  0.390
64 H -5.5518 1.6486 5.3439  0.277
65 H -6.8713 0.6761 4.7024  0.384
66 H -5.8753 4.0743 3.5177  0.485
67 H -5.1670 4.5893 1.2298  0.579
68 H -4.7624 1.9367 -1.3312  0.317
69 H -3.9246 4.5939 -3.1620  0.357
70 H -2.2974 3.8670 -4.7849  0.456
71 H -0.1372 2.6990 -5.1001  0.511
72 H 0.7502 1.2527 -3.2836  0.442
73 H -2.4965 2.1437 -0.8723  0.812
74 H -5.2548 0.4052 0.2962  0.426
75 H -5.9631 -0.0924 2.5848  0.380

Computed properties:
Calculated total energy ... -51391.8372 eV
HOMO level (alpha / beta) ... -13.162 / -13.167 eV
Frontier orbital gap (alpha / beta) ... 6.05 / 5.03 eV
Maximum force ... 0.37 eV/A
2S+1 ... 4
Net charge ... +2
Molecular weight ... 751.9 Da

***

> Number 7 is which compound?

C35H31N7ORe

***

> Which value of net charge does entry 2 give?

0